{"formula": "CH5NS", "method": "wB97M-V/def2-TZVPD", "symbols": ["C", "N", "S", "H", "H", "H", "H", "H"], "xyz": [[-0.599, -0.662, 1.134], [0.989, 0.603, -1.607], [-0.242, 0.962, 0.456], [-1.575, -0.960, 0.810], [-0.470, -0.581, 2.236], [-0.133, -1.586, 0.771], [0.250, 1.033, -2.111], [1.781, 1.192, -1.690]], "atomic_forces_ev_per_a": [[0.06, -0.67, 0.06], [-2.07, -1.81, 2.87], [2.14, -0.22, -2.68], [-1.17, 0.43, 0.47], [-0.24, -0.20, -0.80], [1.24, 0.71, 0.01], [-0.87, 0.57, -0.63], [0.91, 1.19, 0.69]], "gap_ev": 7.855, "spin_multiplicity": 1, "e_above_lowest_kcal_mol": 54.29, "e_homo_ev": -9.1}